Record 1
Here is a cluster of 3 separate species, C4H13NO2 in total at a distorted geometry from the Open Molecules 2025 dataset. Energies are from ωB97M-V/def2-TZVPD.

Summary:
- Total charge: -1
- Calculated total energy: -9942.23936 eV
- HOMO-LUMO gap (alpha / beta): 2.91 / 8.19 eV
- Multiplicity: 2
- <S²>: 0.750

Each line ends with the Mulliken spin population.
Element x y z (Å)
C (-0.78599, 1.75125, -1.08762)  0.388
N (0.18066, 0.17427, 1.33480)  1.052
C (0.20682, -0.27835, -0.01044)  0.306
C (0.01950, 0.48228, -1.09277)  -0.855
C (0.63250, -1.73209, -0.19738)  1.313
H (-0.13880, 2.62948, -1.19970)  -0.038
H (-1.57761, 1.78505, -1.83272)  -0.062
H (-1.25403, 1.85228, -0.11145)  -0.117
H (-0.74025, 0.49154, 1.62875)  -0.310
H (0.47715, -0.54034, 1.98655)  -0.567
H (0.43212, 0.11305, -2.02461)  -0.006
H (0.27720, -2.34075, 0.63019)  -0.357
H (1.72395, -1.80785, -0.23745)  0.007
H (0.16879, -2.12901, -1.09813)  -0.232
H (-3.77553, -0.80312, -0.04404)  -0.308
H (-2.45389, -0.18043, 0.38394)  0.086
O (-3.34024, 0.05671, 0.06242)  0.670
H (2.87879, 0.40523, 1.57545)  -0.008
H (3.57371, 0.24094, 0.23367)  -0.019
O (3.49516, -0.17012, 1.10054)  0.057

Cartesian forces (eV/Å) of the 3 atoms listed first:
C 0.946 0.371 0.570
N -0.440 0.279 -0.028
C 0.945 -0.828 -0.301

***

Record 2
Here is a cluster of 3 separate species, C4H13NO2 in total at a distorted geometry from the Open Molecules 2025 dataset. Energies are from ωB97M-V/def2-TZVPD.

Summary:
- Total charge: -1
- Calculated total energy: -9942.01997 eV
- HOMO-LUMO gap (alpha / beta): 1.93 / 9.46 eV
- Multiplicity: 2
- <S²>: 0.750

Each line ends with the Mulliken spin population.
Element x y z (Å)
C (0.44373, 0.11372, 0.82597)  0.428
N (1.02265, 0.53628, -0.46037)  -0.161
C (0.12051, -0.16042, -1.38480)  0.194
C (-1.32228, -0.38948, -0.81195)  -0.158
C (-1.09328, 0.14996, 0.64703)  2.244
H (0.62434, 0.69926, 1.72871)  -0.227
H (0.78523, -0.86270, 1.19851)  0.029
H (0.71272, 1.50861, -0.54102)  -0.036
H (0.50681, -1.19614, -1.42888)  -0.019
H (0.10536, 0.24037, -2.40082)  -0.091
H (-2.06031, 0.17685, -1.37386)  -0.348
H (-1.62606, -1.42412, -0.66937)  0.133
H (-1.61155, -0.45132, 1.37900)  -1.273
H (-1.42843, 1.19095, 0.69811)  0.272
H (4.70026, -0.47768, -3.19660)  -0.002
H (3.65712, -0.26877, -2.18009)  -0.005
O (4.61574, -0.18291, -2.27089)  0.021
H (-2.92372, 0.44573, 2.68573)  -0.208
H (-2.82179, 0.38879, 4.17450)  -0.289
O (-2.40704, -0.03699, 3.38108)  0.498

Cartesian forces (eV/Å) of the 3 atoms listed first:
C -1.103 -0.242 1.447
N -1.194 0.539 0.322
C -0.249 -2.527 -0.744

***

Record 3
Here is a cluster of 3 separate species, C4H13NO2 in total from the Open Molecules 2025 dataset. Energies are from ωB97M-V/def2-TZVPD.

Summary:
- SMILES: C=C(N)CC.O.O
- Calculated total energy: -9943.59008 eV
- HOMO-LUMO gap: 9.63 eV

Each line ends with the natural charge from an NBO analysis.
Element x y z (Å)
C (1.77863, 0.85941, -1.73001)  -0.602
C (1.27433, 1.06856, -0.29512)  -0.450
C (0.62458, -0.12054, 0.33776)  0.184
C (0.65112, -1.34828, -0.15684)  -0.490
N (-0.09550, 0.15872, 1.54616)  -0.862
H (0.95859, 0.72783, -2.43142)  0.223
H (2.45658, 0.00727, -1.76246)  0.205
H (2.36658, 1.73036, -2.02831)  0.210
H (0.62224, 1.94266, -0.26379)  0.212
H (2.17257, 1.30425, 0.29759)  0.213
H (1.09880, -1.64681, -1.09299)  0.216
H (0.19497, -2.13683, 0.43421)  0.195
H (0.03385, 1.13339, 1.77982)  0.374
H (0.24745, -0.42799, 2.30384)  0.387
H (-1.96929, -0.15607, 2.37885)  0.485
H (-3.13378, -1.16984, 2.37443)  0.463
O (-2.68115, -0.52087, 2.93213)  -0.963
H (-1.85659, -0.47689, -0.82977)  0.476
H (-2.75113, -0.72235, -2.04838)  0.468
O (-1.99283, -0.20597, -1.74571)  -0.943

Cartesian forces (eV/Å) of the 3 atoms listed first:
C 0.039 0.220 0.396
C 0.733 -0.008 -0.536
C -0.397 0.167 -0.189

***

Record 4
Here is a cluster of 3 separate species, C4H13NO2 in total at a distorted geometry from the Open Molecules 2025 dataset. Energies are from ωB97M-V/def2-TZVPD.

Summary:
- SMILES: C=CNCC.O.O
- Calculated total energy: -9941.99080 eV
- HOMO-LUMO gap: 8.72 eV

Each line ends with the natural charge from an NBO analysis.
Element x y z (Å)
C (1.82297, 1.43831, 1.40622)  -0.506
C (0.72618, 0.67065, 1.17191)  -0.040
N (0.57574, -0.59111, 0.55791)  -0.630
C (-0.56751, -1.53455, 0.63332)  -0.196
C (-1.86564, -0.89810, 0.44609)  -0.632
H (1.85155, 2.23229, 2.13536)  0.218
H (2.94433, 1.12564, 1.08389)  0.192
H (-0.19879, 0.90507, 1.74460)  0.195
H (1.33681, -1.03867, 0.18670)  0.377
H (-0.47580, -2.06832, 1.66578)  0.166
H (-0.40632, -2.31155, -0.02329)  0.201
H (-2.56897, -1.49977, 1.05765)  0.223
H (-2.17306, -0.84576, -0.57018)  0.214
H (-1.93987, 0.11859, 0.82776)  0.215
H (-0.77310, 2.00510, -1.74334)  0.459
H (-0.74218, 1.57823, -0.35393)  0.466
O (-1.09616, 2.33161, -0.88652)  -0.925
H (0.64193, -1.02314, -3.37820)  0.463
H (1.42379, -0.03794, -2.55577)  0.467
O (1.48407, -0.55656, -3.40597)  -0.930

Cartesian forces (eV/Å) of the 3 atoms listed first:
C 2.260 -2.086 -1.003
C -0.196 -0.999 1.715
N -1.537 1.543 -0.238

***

Record 5
Here is a cluster of 2 separate species, C4H13NO2 in total at a distorted geometry from the Open Molecules 2025 dataset. Energies are from ωB97M-V/def2-TZVPD.

Summary:
- SMILES: CCCNCO.O
- Calculated total energy: -9941.55706 eV
- HOMO-LUMO gap: 10.31 eV

Each line ends with the natural charge from an NBO analysis.
Element x y z (Å)
C (0.88907, 0.50344, 0.56160)  -0.234
N (0.64264, -0.61896, 1.53589)  -0.632
C (1.67522, -1.69249, 1.64903)  0.088
O (2.38265, -1.94814, 0.40846)  -0.743
C (-0.45133, 1.54671, 0.56290)  -0.400
C (-1.08826, 1.72643, 1.97459)  -0.635
H (1.85759, 1.05704, 0.97476)  0.176
H (1.13493, 0.52642, -0.56433)  0.196
H (-0.17673, -1.13919, 1.12589)  0.342
H (1.16302, -2.62923, 1.84973)  0.168
H (2.45653, -1.30944, 2.27226)  0.164
H (2.65356, -2.90608, 0.49328)  0.465
H (-1.00854, 1.07012, -0.18996)  0.190
H (-0.06092, 2.46343, 0.02356)  0.201
H (-1.59004, 0.68997, 2.25020)  0.209
H (-0.28701, 1.84819, 2.73014)  0.228
H (-2.00156, 2.47542, 1.89730)  0.218
H (-2.07409, -0.18556, -6.67356)  0.465
H (-3.28956, -0.77174, -6.04110)  0.464
O (-2.82717, -0.70636, -6.84066)  -0.930

Cartesian forces (eV/Å) of the 3 atoms listed first:
C 0.935 3.595 1.215
N -0.660 -1.685 -2.927
C -0.257 1.602 -1.934

***

Record 6
Here is a cluster of 3 separate species, C4H13NO2 in total at a distorted geometry from the Open Molecules 2025 dataset. Energies are from ωB97M-V/def2-TZVPD.

Summary:
- SMILES: CC(C)=CN.O.O
- Calculated total energy: -9942.90309 eV
- HOMO-LUMO gap: 8.64 eV

Each line ends with the natural charge from an NBO analysis.
Element x y z (Å)
C (-1.68811, 0.24091, -0.89293)  -0.645
C (-1.19772, -0.07948, 0.45184)  -0.120
C (-0.12239, -0.94286, 0.54050)  -0.007
N (0.60286, -1.44963, -0.51586)  -0.810
C (-1.88351, 0.50268, 1.69278)  -0.624
H (-1.20767, -0.32830, -1.67687)  0.196
H (-1.48208, 1.26007, -1.23978)  0.214
H (-2.78769, -0.02052, -1.08073)  0.219
H (0.26744, -1.20719, 1.56354)  0.187
H (1.00705, -2.32645, -0.43909)  0.380
H (0.01945, -1.47389, -1.37681)  0.364
H (-1.44970, 1.49567, 1.92291)  0.214
H (-1.66305, -0.19258, 2.60127)  0.216
H (-3.02684, 0.59766, 1.52502)  0.215
H (2.69428, -0.25703, 0.71979)  0.470
H (4.10145, 0.03027, 0.25054)  0.468
O (3.35329, -0.57741, 0.13869)  -0.937
H (0.71383, 1.55229, -1.10911)  0.479
H (2.21676, 1.27149, -1.56574)  0.482
O (1.53234, 1.90430, -1.50997)  -0.961

Cartesian forces (eV/Å) of the 3 atoms listed first:
C -1.762 0.061 -1.579
C 1.713 -1.695 0.965
C -1.437 1.220 2.101

***

Across the entries above, energy relative to the best compared isomer or geometry (same formula, charge and spin) takes the values 0.558; 0.777; 0.607; 2.206; 2.640; 1.294 eV, respectively.